The following is a quantum chemistry calculation of C16H30AsBr2PReSe3Te as an isolated structure in a non-equilibrium geometry, from the OMol25 dataset.

Results
multiplicity: 4
HOMO-LUMO gap (spin up / spin down): 6.786 / 5.095 eV
net charge: +2
energy above the lowest of the compared OMol25 structures with the same formula, charge and spin: 83.92 kJ/mol
maximum force: 1.9 eV/A
E: -432739.599 eV
LUMO energy (spin up / spin down): -6.76 / -8.67 eV
HOMO energy (spin up / spin down): -0.4976 / -0.5058 hartree

Cartesian coordinates (Å):
Re -0.133 -0.150 0.646
Se -1.388 -0.962 -1.222
Se -3.254 -2.270 -0.901
Te -3.395 -2.582 1.517
Se -1.194 -1.597 2.307
Br 1.291 0.800 -1.262
C 0.921 2.040 -2.784
Br -0.855 2.080 -3.434
H 1.603 1.661 -3.536
H 1.196 3.017 -2.408
C -0.259 1.593 4.341
C -0.209 2.548 3.145
P -1.012 1.851 1.671
C -1.015 3.148 0.370
C -1.069 4.594 0.879
C -2.763 1.561 2.108
C -3.563 2.800 2.510
H 0.350 1.981 5.157
H 0.102 0.596 4.080
H -1.276 1.487 4.717
H 0.816 2.798 2.865
H -0.721 3.483 3.379
H -1.860 2.913 -0.283
H -0.106 3.016 -0.216
H -1.882 4.764 1.580
H -1.216 5.267 0.036
H -0.135 4.871 1.367
H -2.755 0.824 2.912
H -3.211 1.078 1.235
H -3.120 3.316 3.363
H -4.567 2.494 2.802
H -3.664 3.505 1.687
C 1.990 -2.016 3.091
As 2.000 -0.525 1.853
C 3.359 -1.152 0.613
C 3.018 0.894 2.801
C 4.114 0.310 3.636
C 5.394 0.145 3.116
C 6.411 -0.373 3.906
C 6.154 -0.730 5.221
C 4.882 -0.559 5.752
C 3.868 -0.044 4.962
H 3.010 -2.198 3.421
H 1.609 -2.887 2.561
H 1.354 -1.815 3.952
H 4.200 -1.524 1.196
H 3.693 -0.345 -0.036
H 2.959 -1.962 0.003
H 2.321 1.463 3.410
H 3.410 1.529 2.006
H 5.604 0.443 2.095
H 7.407 -0.482 3.499
H 6.947 -1.137 5.834
H 4.688 -0.816 6.784
H 2.874 0.092 5.377